# C15H23NO2

One molecule with the formula C15H23NO2 (wB97M-V/def2-TZVPD, OMol25).

Cartesian coordinates (Å):
O 2.039 2.512 -0.374
O 0.710 0.814 0.254
N 6.160 -2.342 -0.017
C 5.127 -1.443 0.015
C -4.573 -0.043 0.832
C 2.782 -0.971 0.323
C -5.965 -0.646 0.645
C 2.992 0.360 -0.037
C -0.414 1.688 0.229
C 5.334 -0.108 -0.347
C -4.204 0.962 -0.258
C -2.923 1.739 0.050
C -7.445 -2.211 -0.670
C 3.833 -1.858 0.350
C -1.677 0.857 0.054
C 1.900 1.348 -0.076
C 4.282 0.777 -0.372
C -6.078 -1.542 -0.587
H -3.021 2.231 1.020
H -7.622 -2.830 0.207
H -1.727 0.130 0.865
H -2.796 2.519 -0.704
H 1.788 -1.298 0.584
H 6.330 0.220 -0.607
H -4.540 0.464 1.800
H 3.669 -2.889 0.631
H -1.609 0.307 -0.887
H -0.444 2.250 1.170
H -3.839 -0.850 0.855
H -0.289 2.405 -0.591
H 6.036 -3.217 0.463
H 4.432 1.810 -0.647
H -5.916 -0.950 -1.489
H 7.098 -1.977 -0.034
H -5.024 1.676 -0.368
H -4.083 0.445 -1.211
H -5.301 -2.309 -0.546
H -8.232 -1.462 -0.724
H -7.510 -2.842 -1.554
H -6.211 -1.239 1.530
H -6.702 0.158 0.574

* total charge: 0
* SMILES: CCCCCCCCOC(=O)c1ccc(N)cc1
* energy relative to the best compared isomer or geometry (same formula, charge and spin): 0.148 eV
* highest occupied orbital energy: -8.189 eV
* LUMO energy: 0.0332 Ha
* frontier orbital gap: 9.092 eV